No. 1
A 2-piece molecular cluster, C2H7NO2 overall at a distorted geometry, computed with ωB97M-V/def2-TZVPD.

ORCA input file:
```
! wB97M-V def2-TZVPD RIJCOSX def2/J DEFGRID3
* xyz 0 1
C 1.65816 1.23168 -0.97706
N 0.27045 0.86794 -0.72737
C -0.31499 0.75129 0.49345
O -1.50680 0.60037 0.62945
H 2.34747 0.66103 -0.35225
H 1.86648 2.26983 -0.71921
H 1.93791 0.98503 -1.99449
H -0.31147 0.93168 -1.55791
H 0.39565 0.70737 1.33154
O -1.84993 -3.22664 1.33777
H -2.32197 -2.79325 2.08274
H -2.17094 -2.98632 0.45333
*
```

Summary:
Molar mass in Da: 77.083
SMILES: CNC=O.O
E_tot in hartree: -285.6313
ΔE to the lowest compared entry with this formula, charge and spin in kcal per mole: 25.4
Gap between HOMO and LUMO in eV: 10.72



No. 2
A 2-piece molecular cluster, C32H36N3O6S overall at a distorted geometry, computed with ωB97M-V/def2-TZVPD.

ORCA input file:
```
! wB97M-V def2-TZVPD RIJCOSX def2/J DEFGRID3
* xyz -1 1
C -5.41425 0.25798 -1.60720
N -4.01023 0.11837 -1.99406
C -3.75525 0.20808 -3.35334
S -4.97758 0.35855 -4.49014
N -2.41336 0.21138 -3.69496
C -2.14104 0.18955 -5.13343
C -1.34147 0.03019 -2.80232
O -0.19944 -0.20490 -3.21254
C -1.66544 0.18072 -1.38754
C -0.65900 0.15436 -0.47301
C -0.87340 -0.05950 0.93857
C -1.81915 -0.98542 1.44908
C -2.12954 -1.04367 2.79949
C -1.43301 -0.19700 3.71495
N -1.74419 -0.20045 5.04192
C -2.58157 -1.22605 5.61777
C -3.71692 -1.61384 4.69032
C -3.21407 -1.95714 3.28469
C -0.91168 0.47849 6.00691
C -0.36810 1.78766 5.47124
C 0.32521 1.59858 4.12233
C -0.42557 0.68134 3.21944
C -0.16376 0.72483 1.86194
C -3.04548 0.56686 -1.05474
O -3.37126 1.22585 -0.06762
H -5.50029 0.12439 -0.52949
H -5.79093 1.24264 -1.91512
H -5.97211 -0.49966 -2.16237
H -1.06417 0.13778 -5.26841
H -2.65276 -0.67171 -5.57891
H -2.57399 1.09398 -5.57338
H 0.35278 0.35658 -0.80906
H -2.32328 -1.65021 0.74503
H -1.98696 -2.12014 5.87283
H -2.98195 -0.82993 6.55667
H -4.24286 -2.47710 5.10709
H -4.43455 -0.78650 4.62454
H -4.05351 -1.91202 2.57732
H -2.85395 -2.99905 3.27058
H -1.52255 0.65998 6.89674
H -0.07383 -0.17160 6.30798
H -1.18710 2.50938 5.35452
H 0.34410 2.20627 6.18552
H 0.42273 2.57266 3.62268
H 1.35184 1.21678 4.25867
H 0.57054 1.43408 1.46731
C 3.26444 -0.11284 -5.92628
C 3.00756 0.96434 -4.91669
O 2.76982 0.25707 -3.68287
C 2.49596 1.07995 -2.65890
C 2.48690 0.45612 -1.31960
C 2.27064 -0.99592 -1.13938
O 1.75681 -1.52427 -0.14500
O 2.68508 -1.75790 -2.15584
C 2.56072 -3.18236 -1.89969
C 2.95823 -3.80386 -3.20486
C 2.97338 1.21539 -0.22310
C 2.90134 0.69575 1.09926
C 3.41105 1.39302 2.18816
C 4.06374 2.61954 2.00367
C 4.16236 3.14564 0.70590
C 3.61286 2.48031 -0.38230
O 2.29325 2.27957 -2.85153
H 3.39552 0.32304 -6.91757
H 4.16379 -0.67674 -5.66552
H 2.42288 -0.81453 -5.96549
H 3.88549 1.61963 -4.79755
H 2.12984 1.56166 -5.18206
H 3.23899 -3.45923 -1.08127
H 1.52334 -3.42492 -1.62720
H 2.86909 -4.89225 -3.16250
H 2.31604 -3.42331 -4.00834
H 3.99578 -3.53548 -3.44610
H 2.44295 -0.27851 1.23043
H 3.30513 0.94061 3.17355
H 4.50479 3.13831 2.85702
H 4.68390 4.08907 0.52691
H 3.67070 2.90170 -1.38375
*
```

Summary:
Molar mass in Da: 590.722
E_tot in hartree: -2254.9904
Gap between HOMO and LUMO in eV: 4.98



No. 3
C2H2N2O4 as an isolated structure at a distorted geometry, computed with ωB97M-V/def2-TZVPD.

ORCA input file:
```
! wB97M-V def2-TZVPD RIJCOSX def2/J DEFGRID3
* xyz 0 1
C -0.52643 -0.02142 0.80853
C 1.08226 -0.88004 -0.40463
H -1.36828 -0.45362 2.67078
H -0.25726 2.44428 -0.63181
N 0.47050 -0.96239 0.98266
N -0.85270 0.43845 -0.50195
O -1.22324 0.44006 1.82796
O 1.99004 -1.42642 -0.97754
O 0.45100 0.16653 -1.15010
O -1.09705 1.70553 -0.67874
*
```

Summary:
Molar mass in Da: 118.048
E_tot in hartree: -487.7081
ΔE to the lowest compared entry with this formula, charge and spin in kcal per mole: 91.4
Gap between HOMO and LUMO in eV: 9.75



No. 4
C12H10 in the gas phase at a distorted geometry, computed with ωB97M-V/def2-TZVPD.

ORCA input file:
```
! wB97M-V def2-TZVPD RIJCOSX def2/J DEFGRID3
* xyz 0 1
C 3.56458 0.00160 0.02536
C 2.85642 1.08804 0.41892
C 1.48619 1.19679 0.39900
C 0.76058 -0.06056 -0.07331
C -0.75228 0.05059 0.01722
C -1.55202 1.17372 -0.38163
C -2.86314 1.12567 -0.39695
C -3.46753 -0.02899 0.00551
C -2.82974 -1.16001 0.35698
C -1.42787 -1.16262 0.44312
C 1.41218 -1.14009 -0.42640
C 2.85498 -1.08307 -0.43646
H 4.45254 -0.02074 0.12240
H 3.41803 2.07778 0.54094
H 1.06951 1.92293 0.78727
H -1.10160 1.96032 -0.66366
H -3.25749 2.25352 -0.65509
H -4.76858 0.03262 -0.01668
H -3.43990 -2.04664 0.74802
H -0.97963 -2.02412 0.78043
H 0.90560 -2.08041 -0.64436
H 3.44744 -2.08166 -0.70740
*
```

Summary:
Molar mass in Da: 154.212
SMILES: c1ccc(-c2ccccc2)cc1
E_tot in hartree: -463.1098
ΔE to the lowest compared entry with this formula, charge and spin in kcal per mole: 87.6
Gap between HOMO and LUMO in eV: 9.40



No. 5
A 2-piece molecular cluster, C2H6N2O overall at a distorted geometry, computed with ωB97M-V/def2-TZVPD.

ORCA input file:
```
! wB97M-V def2-TZVPD RIJCOSX def2/J DEFGRID3
* xyz 0 1
N 1.25712 0.87542 1.14262
C 2.28419 -0.01151 1.05646
O 2.96835 -0.10242 0.06335
H 1.16446 1.45794 0.31964
H 0.82822 1.21484 1.98415
H 2.42193 -0.62955 1.95564
C -3.67000 -0.67915 -1.44173
N -2.56696 -0.17107 -1.04718
H -4.53987 -0.76648 -0.78824
H -3.64360 -0.96365 -2.49967
H -2.31062 -0.48569 -0.10785
*
```

Summary:
Molar mass in Da: 74.083
SMILES: NC=O.C=N
E_tot in hartree: -264.5028
ΔE to the lowest compared entry with this formula, charge and spin in kcal per mole: 53.0
Gap between HOMO and LUMO in eV: 10.43



No. 6
An isolated ion of composition C22H38N3O2 and charge +1, computed with ωB97M-V/def2-TZVPD.

ORCA input file:
```
! wB97M-V def2-TZVPD RIJCOSX def2/J DEFGRID3
* xyz 1 1
C -2.18607 -0.71656 2.72239
C -2.38889 -2.23164 2.82016
C -3.88964 -2.53230 2.71572
C -1.91907 -2.69938 4.20366
C -1.62304 -3.00883 1.71477
C -0.09916 -2.87524 1.81413
C 0.60487 -3.74833 0.77686
C 0.16088 -3.39537 -0.64123
O 0.62937 -2.07191 -0.90048
C 0.61422 -1.65983 -2.24652
C 1.12286 -0.21443 -2.21736
O 0.37540 0.48240 -1.22609
C 2.63931 -0.21249 -1.89835
N 3.27044 1.04962 -1.61937
C 3.30842 2.06399 -2.63137
C 2.07849 3.00904 -2.58310
N 1.45412 2.92908 -1.23965
C 0.47507 3.99409 -1.03721
C -0.84466 3.69356 -0.75634
C -1.70853 4.76719 -0.57002
C -1.21290 6.05726 -0.67102
C 0.13481 6.23171 -0.95896
N 0.95968 5.21558 -1.13851
C 2.50472 2.92890 -0.19798
C 3.26061 1.58692 -0.27736
C -1.36082 -3.51214 -0.74289
C -2.04917 -2.62612 0.29306
H -2.57193 -0.32658 1.78351
H -1.13474 -0.45300 2.81196
H -2.72237 -0.22689 3.53184
H -4.41299 -2.10975 3.57007
H -4.06707 -3.60492 2.70798
H -4.32570 -2.10183 1.81832
H -1.94484 -3.78410 4.27243
H -0.91002 -2.35991 4.42107
H -2.57391 -2.29717 4.97291
H -1.86759 -4.06827 1.85544
H 0.24483 -3.17852 2.80150
H 0.19543 -1.83640 1.65577
H 0.37407 -4.79837 0.95742
H 1.68567 -3.61874 0.85788
H 0.63621 -4.07643 -1.36373
H 1.26226 -2.29312 -2.86549
H -0.40225 -1.68683 -2.66026
H 0.92252 0.28235 -3.17148
H 0.24785 -0.17092 -0.51398
H 2.80030 -0.86476 -1.03783
H 3.14934 -0.66050 -2.75598
H 3.37517 1.59382 -3.61196
H 4.21938 2.65175 -2.48043
H 1.32213 2.73315 -3.31958
H 2.37565 4.04504 -2.75496
H 0.96808 1.99031 -1.16738
H -1.18844 2.67322 -0.69115
H -2.75007 4.59210 -0.35033
H -1.85535 6.91077 -0.53167
H 0.57721 7.21272 -1.05134
H 2.03820 3.05481 0.77998
H 3.16125 3.78091 -0.37990
H 2.80989 0.85779 0.39711
H 4.29376 1.75305 0.05532
H -1.62779 -4.55599 -0.57496
H -1.69959 -3.24582 -1.74668
H -3.12644 -2.73393 0.17584
H -1.78945 -1.58382 0.09581
*
```

Summary:
Molar mass in Da: 376.565
SMILES: CC(C)(C)[C@H]1CC[C@@H](OC[C@@H](O)CN2CC[NH+](c3ccccn3)CC2)CC1
E_tot in hartree: -1175.6316
Gap between HOMO and LUMO in eV: 9.25